1.
DFT (ωB97M-V with the def2-TZVPD basis set) results for a 2-piece molecular cluster, C16H26N4O4 overall at a distorted geometry.

Last column: natural (NBO) charge in e.
Positions of all 50 atoms, in Å:
1 H 3.0472 6.0361 -0.4404  0.328
2 N 2.4509 6.0300 0.3923  -0.569
3 C 2.4840 4.8859 0.9253  0.131
4 C 3.3191 3.7167 0.3785  -0.525
5 C 2.5737 2.9553 -0.7332  0.075
6 O 3.0135 3.2448 -2.0532  -0.502
7 C 2.3874 2.2902 -2.8391  0.977
8 O 2.1814 2.3979 -4.0149  -0.553
9 O 2.0764 1.2128 -2.0848  -0.511
10 C 2.2937 1.4382 -0.6421  0.256
11 C 3.4241 0.4410 -0.3505  -0.437
12 C 3.9846 0.4603 1.0955  -0.222
13 N 5.3482 1.0318 1.0550  -0.824
14 C 0.9295 1.1734 -0.0278  -0.102
15 C 0.6230 1.7292 1.2178  -0.169
16 C -0.6433 1.4654 1.6739  -0.253
17 C -1.5641 0.7166 0.9858  0.036
18 N -1.2590 0.1576 -0.1770  -0.403
19 C -0.0452 0.4080 -0.6226  0.047
20 H 1.9074 4.7541 1.8480  0.170
21 H 3.5863 3.0988 1.2382  0.228
22 H 4.1997 4.1765 -0.0870  0.247
23 H 1.5577 3.3864 -0.7133  0.191
24 H 3.0587 -0.5644 -0.5711  0.237
25 H 4.2462 0.6866 -1.0314  0.234
26 H 3.3152 1.0428 1.7461  0.158
27 H 4.0887 -0.5591 1.4729  0.207
28 H 5.6776 1.1754 2.0043  0.358
29 H 5.3086 1.9441 0.6129  0.345
30 H 1.3280 2.3342 1.7736  0.211
31 H -0.9427 1.8904 2.6303  0.218
32 H -2.5635 0.5592 1.3797  0.205
33 H 0.2169 -0.0460 -1.5773  0.213
34 C -5.6600 -4.1753 1.1607  -0.248
35 O -4.5974 -3.2401 1.1512  -0.549
36 C -3.3867 -3.7151 0.5891  -0.074
37 C -3.3267 -3.6605 -0.9464  -0.081
38 C -4.1295 -4.7640 -1.6288  -0.614
39 N -3.7690 -2.3630 -1.4624  -0.828
40 H -5.3020 -5.1972 1.3146  0.168
41 H -6.2362 -4.1158 0.2346  0.166
42 H -6.3267 -3.9128 1.9823  0.188
43 H -2.6076 -3.0535 0.9779  0.184
44 H -3.1592 -4.7224 0.9632  0.160
45 H -2.2791 -3.7992 -1.2311  0.188
46 H -5.2014 -4.5670 -1.6137  0.201
47 H -3.8373 -4.8484 -2.6758  0.220
48 H -3.9528 -5.7325 -1.1549  0.200
49 H -3.1633 -1.6391 -1.0811  0.367
50 H -4.6748 -2.1645 -1.0443  0.350

Atoms 1-6, force components in eV/Å:
-0.080 0.164 -0.012
-0.032 -0.084 0.010
0.405 0.012 -0.335
-0.128 0.510 -0.078
-1.664 0.866 1.366
0.045 -1.002 -0.198

Values from the calculation:
DFT total energy = -1145.20189 Eh
energy relative to the best compared isomer or geometry (same formula, charge and spin) = 5.4320 eV
HOMO = -9.027 eV
HOMO-LUMO gap = 9.35 eV
LUMO = 0.33 eV
SMILES = [H]/N=C\C[C@H]1OC(=O)O[C@]1(CCN)c1cccnc1.COC[C@@H](C)N

---

2.
DFT (ωB97M-V with the def2-TZVPD basis set) results for C33H36BBrO5S as an isolated structure.

Last column: Löwdin charge in e.
Positions of all 77 atoms, in Å:
1 C 0.0774 2.4834 1.3650  0.024
2 B 0.0472 2.4094 -0.1846  -0.511
3 O -1.1097 2.6800 -0.8929  0.131
4 C 1.2789 1.9897 -1.0992  -0.248
5 O 2.5438 1.7935 -0.4061  -0.152
6 S 3.5035 1.1934 -1.5054  0.612
7 O 4.5620 0.4853 -0.8985  -0.192
8 O 3.7471 2.1632 -2.5189  -0.219
9 O 2.4175 0.1519 -2.0685  -0.209
10 C 1.1122 0.6767 -1.8927  -0.642
11 Br 0.0349 -0.6174 -0.9506  0.920
12 H -0.6932 1.8205 1.7686  0.069
13 H 1.0459 2.2475 1.8025  0.070
14 H -0.2007 3.4991 1.6673  0.084
15 H -1.0744 3.4329 -1.4937  0.116
16 H 1.4457 2.7979 -1.8251  0.146
17 H 0.6453 0.8621 -2.8541  0.121
18 C 2.8063 3.9996 -5.0444  -0.087
19 C 1.4553 4.2167 -5.2824  -0.101
20 C 1.0300 4.7264 -6.5015  -0.101
21 C 1.9594 5.0174 -7.4899  -0.099
22 C 3.3106 4.7998 -7.2565  -0.095
23 C 3.7333 4.2936 -6.0353  -0.086
24 H 3.1341 3.6029 -4.0941  0.067
25 H 0.7261 3.9858 -4.5138  0.087
26 H -0.0238 4.8967 -6.6821  0.099
27 H 1.6307 5.4128 -8.4423  0.100
28 H 4.0349 5.0250 -8.0287  0.100
29 H 4.7869 4.1257 -5.8532  0.104
30 C -3.4878 5.1951 5.4104  -0.097
31 C -2.6925 4.0953 5.7012  -0.096
32 C -2.5549 3.0735 4.7719  -0.096
33 C -3.2094 3.1551 3.5507  -0.104
34 C -4.0030 4.2556 3.2582  -0.096
35 C -4.1439 5.2749 4.1897  -0.097
36 H -3.5967 5.9908 6.1360  0.100
37 H -2.1800 4.0342 6.6525  0.100
38 H -1.9374 2.2138 4.9996  0.101
39 H -3.1010 2.3597 2.8239  0.090
40 H -4.5114 4.3181 2.3046  0.100
41 H -4.7655 6.1319 3.9644  0.100
42 C 8.3082 -0.8955 1.0922  -0.094
43 C 7.0836 -1.2385 0.5351  -0.090
44 C 6.4668 -2.4265 0.9026  -0.091
45 C 7.0701 -3.2675 1.8276  -0.101
46 C 8.2939 -2.9226 2.3847  -0.104
47 C 8.9139 -1.7369 2.0155  -0.102
48 H 8.7908 0.0304 0.8062  0.099
49 H 6.6080 -0.5835 -0.1807  0.077
50 H 5.5129 -2.6946 0.4662  0.101
51 H 6.5865 -4.1925 2.1149  0.098
52 H 8.7642 -3.5778 3.1069  0.098
53 H 9.8695 -1.4687 2.4479  0.098
54 C -2.6919 -1.7383 2.2112  -0.086
55 C -3.4698 -2.3765 3.1674  -0.091
56 C -3.3901 -3.7541 3.3177  -0.101
57 C -2.5292 -4.4920 2.5162  -0.113
58 C -1.7491 -3.8541 1.5617  -0.091
59 C -1.8339 -2.4778 1.4098  -0.106
60 H -2.7557 -0.6642 2.0887  0.094
61 H -4.1393 -1.8008 3.7935  0.101
62 H -4.0022 -4.2543 4.0572  0.103
63 H -2.4704 -5.5668 2.6325  0.105
64 H -1.0780 -4.4285 0.9359  0.104
65 H -1.2305 -1.9740 0.6654  -0.020
66 C -6.3338 -6.6269 -2.1109  -0.100
67 C -4.9570 -6.6998 -1.9500  -0.099
68 C -4.3499 -6.0641 -0.8757  -0.093
69 C -5.1183 -5.3600 0.0407  -0.087
70 C -6.4953 -5.2883 -0.1203  -0.093
71 C -7.1029 -5.9199 -1.1967  -0.100
72 H -6.8076 -7.1210 -2.9495  0.099
73 H -4.3574 -7.2518 -2.6625  0.099
74 H -3.2753 -6.1158 -0.7517  0.097
75 H -4.6429 -4.8656 0.8775  0.079
76 H -7.0950 -4.7393 0.5945  0.100
77 H -8.1764 -5.8616 -1.3237  0.099

Atoms 1-6, force components in eV/Å:
0.085 0.028 -0.108
-0.225 -0.315 0.004
0.124 0.518 0.397
0.266 0.241 -0.096
-0.209 0.212 0.016
0.098 -0.109 -0.055

Values from the calculation:
DFT total energy = -4652.34058 Eh
HOMO = -9.091 eV
HOMO-LUMO gap = 9.08 eV
LUMO = -0.01 eV

---

3.
DFT (ωB97M-V with the def2-TZVPD basis set) results for C7H15LiNO5 as an isolated structure at a distorted geometry.

Last column: natural (NBO) charge in e.
Positions of all 29 atoms, in Å:
1 Li -0.8366 2.2368 -0.4716  0.649
2 C -5.0472 2.8214 -0.8967  0.902
3 O -6.2581 3.0226 -1.0532  -0.826
4 O -4.4076 2.8865 0.1782  -0.909
5 O -4.3634 2.5255 -1.9284  -0.818
6 C 1.7166 2.4050 -2.1757  -0.277
7 O 1.4718 1.8738 -0.8507  -0.606
8 C 2.5404 1.0205 -0.3669  -0.057
9 C 2.1223 0.3967 0.9878  -0.249
10 N 0.9496 -0.4829 0.7999  -0.613
11 C 0.4881 -1.1301 1.9731  -0.238
12 C -0.6331 -2.1036 1.5660  -0.068
13 O -0.1181 -3.1368 0.7128  -0.567
14 C -1.0272 -3.7700 -0.1158  -0.244
15 H 2.7634 2.6621 -2.3380  0.173
16 H 1.2657 3.3929 -2.2692  0.206
17 H 1.3844 1.7189 -2.9549  0.195
18 H 3.4445 1.6280 -0.4063  0.179
19 H 2.7795 0.2749 -1.1252  0.167
20 H 1.9171 1.2945 1.5709  0.199
21 H 2.9736 -0.0966 1.4570  0.179
22 H 1.3498 -1.2204 0.2377  0.356
23 H 0.2440 -0.3023 2.6389  0.206
24 H 1.2978 -1.7361 2.3797  0.161
25 H -1.4242 -1.5577 1.0519  0.193
26 H -1.0373 -2.6668 2.4072  0.175
27 H -0.4064 -4.5366 -0.5795  0.183
28 H -1.3857 -3.0781 -0.8779  0.184
29 H -1.7636 -4.3419 0.4488  0.167

Atoms 1-6, force components in eV/Å:
-0.591 -0.154 -0.180
0.761 -0.055 -0.031
-2.444 0.445 0.155
0.922 0.238 2.682
1.932 -0.792 -2.588
0.374 0.222 0.538

Values from the calculation:
DFT total energy = -714.07504 Eh
energy relative to the best compared isomer or geometry (same formula, charge and spin) = 5.6098 eV
charge = -1
HOMO = -0.715 eV
HOMO-LUMO gap = 2.57 eV
LUMO = 1.85 eV

---

4.
DFT (ωB97M-V with the def2-TZVPD basis set) results for one molecule with the formula C7H14 at a distorted geometry.

Last column: natural (NBO) charge in e.
Positions of all 21 atoms, in Å:
1 C -2.5414 0.3658 -1.3121  -0.655
2 C -1.3673 -0.0600 -0.4699  -0.200
3 C -0.2924 0.6687 -0.2085  0.012
4 C -0.0381 1.9926 -0.8939  -0.658
5 C 1.0052 0.0079 0.2370  -0.432
6 C 0.8436 -1.3802 1.0054  -0.393
7 C 2.2331 -1.6359 1.5894  -0.613
8 H -2.2518 0.5748 -2.3517  0.208
9 H -3.2131 -0.4707 -1.4896  0.214
10 H -3.0627 1.2459 -0.9446  0.219
11 H -1.5374 -1.0345 -0.0422  0.196
12 H -0.4212 1.8952 -1.9181  0.214
13 H -0.4613 2.8960 -0.4635  0.225
14 H 1.0233 2.0728 -1.1313  0.215
15 H 1.5661 0.6785 0.8740  0.209
16 H 1.3632 -0.4729 -0.6656  0.226
17 H 0.5793 -2.1061 0.2531  0.192
18 H 0.0452 -1.2016 1.7232  0.203
19 H 3.0567 -1.2891 0.9701  0.207
20 H 2.2551 -1.0197 2.4965  0.202
21 H 2.3943 -2.6540 1.9468  0.209

Atoms 1-6, force components in eV/Å:
0.269 -0.091 -0.822
-1.292 0.262 0.194
1.145 -0.325 -0.850
-0.088 -0.633 -1.275
-2.313 -2.094 1.060
0.678 2.090 -0.657

Values from the calculation:
DFT total energy = -275.05442 Eh
energy relative to the best compared isomer or geometry (same formula, charge and spin) = 1.6823 eV
HOMO = -8.829 eV
HOMO-LUMO gap = 9.90 eV
LUMO = 1.08 eV
SMILES = C/C=C(\C)CCC

---

5.
DFT (ωB97M-V with the def2-TZVPD basis set) results for one molecule with the formula C3H6N2O at a distorted geometry.

Last column: natural (NBO) charge in e.
Positions of all 12 atoms, in Å:
1 C -2.3108 -0.2372 -0.5826  -0.428
2 N -1.0557 -0.7219 -0.0644  -0.448
3 C -0.0812 0.0695 -0.0615  0.272
4 N 1.1611 -0.3356 0.4372  -0.635
5 C 2.1053 0.5965 0.4046  0.244
6 O 3.2718 0.1794 0.8991  -0.674
7 H -3.0628 -0.2960 0.2100  0.204
8 H -2.2772 0.7964 -0.9625  0.171
9 H -2.6371 -0.8986 -1.3904  0.204
10 H -0.0662 1.1102 -0.4185  0.177
11 H 1.2536 -1.2861 0.7926  0.407
12 H 3.6991 1.0233 0.7364  0.508

Atoms 1-6, force components in eV/Å:
-0.279 0.022 -0.089
0.198 0.092 0.032
-0.395 -0.258 -0.030
0.106 0.315 -0.068
-0.443 -0.055 -0.123
-0.460 0.351 -0.270

Values from the calculation:
DFT total energy = -302.59602 Eh
energy relative to the best compared isomer or geometry (same formula, charge and spin) = 2.6416 eV
HOMO = -9.059 eV
HOMO-LUMO gap = 10.13 eV
LUMO = 1.08 eV

---

6.
DFT (ωB97M-V with the def2-TZVPD basis set) results for one molecule with the formula C20H21N3O5S2 at a distorted geometry.

Last column: natural (NBO) charge in e.
Positions of all 51 atoms, in Å:
1 C 6.3521 5.2501 -1.0023  -0.617
2 C 5.5038 4.9920 0.2329  -0.062
3 O 4.6677 3.8850 -0.0488  -0.496
4 C 3.8047 3.4413 0.8960  0.311
5 C 3.6604 4.0006 2.1714  -0.306
6 C 2.7559 3.4851 3.0771  -0.191
7 C 1.9752 2.3935 2.7221  0.140
8 N 1.0444 1.7733 3.5050  -0.480
9 C 0.4804 0.7964 2.8995  0.263
10 N -0.4502 0.0192 3.5363  -0.623
11 C -1.2280 -1.0212 3.0962  0.678
12 O -1.8716 -1.6764 3.8824  -0.557
13 C -1.2640 -1.2615 1.6215  -0.147
14 C -1.9318 -0.3620 0.7937  -0.135
15 C -2.0299 -0.6200 -0.5621  -0.207
16 C -1.4606 -1.7692 -1.0764  -0.321
17 S -1.6097 -2.1127 -2.8368  2.336
18 O -1.8094 -0.8658 -3.5118  -0.936
19 O -0.5187 -2.9601 -3.2124  -0.936
20 N -2.9945 -2.9967 -3.0512  -0.675
21 C -3.0123 -4.3805 -2.6393  -0.260
22 C -3.6872 -4.5390 -1.2719  -0.087
23 O -4.9673 -3.9451 -1.2694  -0.522
24 C -4.8983 -2.5672 -1.5643  -0.087
25 C -4.2722 -2.3330 -2.9438  -0.260
26 C -0.7935 -2.6671 -0.2662  -0.200
27 C -0.7048 -2.4201 1.0932  -0.170
28 S 1.0381 0.4865 1.2393  0.345
29 C 2.1279 1.8347 1.4334  -0.211
30 C 3.0263 2.3447 0.5234  -0.258
31 H 5.7119 5.4651 -1.8532  0.215
32 H 6.9487 4.3717 -1.2320  0.215
33 H 7.0117 6.0952 -0.8280  0.213
34 H 4.8938 5.8755 0.4659  0.172
35 H 6.1469 4.7689 1.0953  0.172
36 H 4.2591 4.8480 2.4639  0.222
37 H 2.6466 3.9172 4.0584  0.224
38 H -0.5226 0.2129 4.5315  0.434
39 H -2.3684 0.5328 1.2119  0.224
40 H -2.5234 0.0651 -1.2332  0.245
41 H -1.9805 -4.7285 -2.6233  0.238
42 H -3.5741 -4.9509 -3.3876  0.207
43 H -3.8450 -5.5934 -1.0399  0.202
44 H -3.0651 -4.0823 -0.4863  0.167
45 H -5.9267 -2.2032 -1.5408  0.201
46 H -4.3108 -2.0507 -0.7890  0.166
47 H -4.1064 -1.2743 -3.1382  0.238
48 H -4.9343 -2.7428 -3.7151  0.207
49 H -0.3419 -3.5392 -0.7121  0.246
50 H -0.1965 -3.1134 1.7455  0.233
51 H 3.1439 1.9216 -0.4603  0.231

Atoms 1-6, force components in eV/Å:
-0.301 -0.168 0.303
0.240 0.259 -0.018
0.046 -0.070 -0.214
-0.315 -0.261 0.163
0.250 0.164 -0.226
-0.222 -0.266 -0.025

Values from the calculation:
DFT total energy = -2111.57835 Eh
energy relative to the best compared isomer or geometry (same formula, charge and spin) = 1.1148 eV
HOMO = -8.089 eV
HOMO-LUMO gap = 8.06 eV
LUMO = -0.03 eV
SMILES = CCOc1ccc2nc(NC(=O)c3ccc(S(=O)(=O)N4CCOCC4)cc3)sc2c1